No. 1
{"formula": "C6H29O10PSi2", "method": "ωB97M-V/def2-TZVPD", "energy_ev": -52215.5523, "smiles": "O=P(O)(O)C[Si@@H](O)O[SiH3].CO.CO.CO.CO.CO", "homo_energy_ev": -10.1, "molar_mass_g_mol": 348.4, "symbols": ["P", "Si", "Si", "O", "O", "O", "O", "O", "O", "O", "O", "O", "O", "C", "C", "C", "C", "C", "C", "H", "H", "H", "H", "H", "H", "H", "H", "H", "H", "H", "H", "H", "H", "H", "H", "H", "H", "H", "H", "H", "H", "H", "H", "H", "H", "H", "H", "H"], "coordinates": [[3.1021, -0.1233, 0.4802], [-1.9115, -0.5849, 2.2545], [0.1044, 0.8314, 0.5164], [-1.2458, 0.6979, 1.4465], [-0.2172, 0.3665, -1.0183], [3.3715, 1.4508, 0.3165], [5.6533, 1.6302, -6.0305], [-5.5110, 1.0335, 1.5085], [-2.8434, 0.1270, -1.8710], [-1.9546, -1.8372, 5.9373], [2.9877, -0.3886, -1.1022], [3.3468, -0.8926, -4.3974], [4.1089, -0.9095, 1.1934], [4.6097, -1.0952, -3.7779], [-3.7006, -0.9213, -1.4249], [1.4433, -0.3135, 1.1474], [-6.7800, 1.4697, 1.0482], [6.1266, 2.3618, -4.9135], [-2.6803, -1.9721, 7.1494], [-3.2877, 0.6501, -2.5435], [-3.2114, -2.9260, 7.2080], [-3.9656, -1.5937, -2.2431], [4.7330, 1.3947, -5.8751], [-7.2101, 2.2416, 1.6917], [-3.3319, -0.2846, 2.4826], [-4.9064, 1.7820, 1.5025], [-4.6024, -0.5317, -0.9509], [4.5318, -1.7070, -2.8760], [-7.4364, 0.6019, 1.0689], [6.0613, 1.7849, -3.9865], [-2.0376, -1.8688, 8.0278], [7.1747, 2.5894, -5.0979], [1.1502, -1.3470, 0.9241], [0.5458, 2.2361, 0.6213], [2.9286, -1.3360, -1.2804], [-1.7751, -1.7967, 1.4074], [-1.2047, -0.8030, 3.5294], [5.5878, 3.3040, -4.7766], [-1.1385, 0.4930, -1.3084], [-1.2942, -2.5345, 5.8939], [1.5364, -0.2487, 2.2380], [5.0714, -0.1446, -3.5023], [2.7823, -0.4283, -3.7696], [-3.1402, -1.4835, -0.6809], [5.2543, -1.5986, -4.4943], [-3.4145, -1.1691, 7.1643], [-6.7413, 1.8488, 0.0221], [3.3305, 1.9451, 1.1412]], "atomic_forces_ev_per_a": [[-0.1, 0.3, -0.4], [0.0, 0.1, -0.1], [-0.1, 0.1, -0.2], [0.2, -0.2, 0.1], [0.0, 0.2, 0.3], [-0.1, -0.2, 0.1], [-0.1, 0.0, 0.0], [0.0, 0.0, -0.1], [0.0, 0.2, -0.1], [0.0, 0.0, 0.0], [-0.1, -0.2, 0.3], [0.0, 0.0, 0.1], [0.0, 0.0, 0.0], [0.0, 0.1, 0.0], [0.1, -0.1, 0.1], [0.1, -0.1, 0.0], [0.0, 0.0, 0.0], [0.0, 0.0, 0.0], [0.0, 0.0, 0.0], [0.0, 0.0, 0.0], [0.0, 0.0, 0.0], [0.0, 0.0, 0.0], [0.0, -0.1, 0.0], [0.0, 0.0, 0.0], [0.0, 0.0, 0.0], [0.0, -0.1, 0.0], [0.0, 0.0, 0.0], [0.1, -0.1, 0.0], [0.0, 0.0, 0.0], [0.0, 0.0, 0.0], [0.0, 0.0, 0.0], [0.0, 0.0, 0.0], [0.0, 0.0, 0.1], [-0.1, 0.0, 0.0], [0.1, 0.0, 0.0], [0.0, 0.0, 0.1], [0.0, 0.0, 0.0], [0.0, 0.0, 0.0], [0.0, -0.2, -0.2], [0.0, 0.0, 0.0], [0.0, 0.0, -0.1], [0.1, 0.0, 0.0], [0.0, 0.0, 0.0], [0.0, 0.0, 0.0], [-0.1, 0.0, 0.0], [0.0, 0.0, 0.0], [0.0, 0.0, 0.0], [0.1, 0.0, 0.1]]}

=====

No. 2
{"formula": "C22H29F6N5O7PS", "method": "ωB97M-V/def2-TZVPD", "energy_ev": -81473.7237, "total_charge": -1, "homo_energy_ev": -5.7, "molar_mass_g_mol": 652.5, "symbols": ["S", "P", "F", "F", "F", "F", "F", "F", "O", "O", "O", "O", "O", "O", "O", "N", "N", "N", "N", "N", "C", "C", "C", "C", "C", "C", "C", "C", "C", "C", "C", "C", "C", "C", "C", "C", "C", "C", "C", "C", "C", "C", "H", "H", "H", "H", "H", "H", "H", "H", "H", "H", "H", "H", "H", "H", "H", "H", "H", "H", "H", "H", "H", "H", "H", "H", "H", "H", "H", "H", "H"], "coordinates": [[4.7350, -3.5416, -0.7688], [-2.0063, -6.5714, -1.3278], [-2.5179, -6.2887, 0.1165], [-0.8555, -7.5657, -1.6667], [-0.6866, -5.8382, -0.9448], [-2.8793, -7.8017, -0.9391], [-2.5118, -6.7472, -2.7911], [-2.5881, -5.1873, -1.7445], [4.3408, -2.6478, 2.0988], [5.5691, 4.0125, 1.5469], [5.2166, 6.3642, 1.2092], [-3.4248, 0.7515, 3.1876], [2.4544, 6.1581, -0.0435], [-1.2555, 4.6440, -3.2544], [3.2009, 5.0762, 1.9694], [-2.7440, -0.4161, 1.0306], [2.9098, 1.8372, 0.7601], [5.8876, -0.7445, 1.9069], [-1.0266, 1.7736, -0.6713], [5.9286, -1.3190, 0.6216], [-2.7370, -2.9759, 0.7604], [-2.7929, 3.9623, -0.9738], [0.3608, 1.2266, -0.2533], [2.0605, -2.5345, -0.9259], [2.0371, -1.0144, -0.2476], [3.4416, -2.6642, -1.8429], [-2.6820, 4.6508, -2.6144], [-1.5012, -0.9468, 3.3849], [1.5471, 2.2837, 0.2798], [-0.2063, 4.4211, -0.1424], [-2.1928, 0.9252, -1.1154], [4.9653, -2.4885, 0.7675], [-3.2010, 0.7723, 0.2111], [4.6377, 5.1837, 1.5563], [-2.6527, -0.1074, 2.5089], [0.5549, -0.3813, -0.3433], [1.2828, 3.9217, 0.3155], [4.9208, -1.5077, 2.8297], [-1.3444, 3.2858, -0.6097], [2.3588, 5.0669, 0.7643], [-3.6504, -1.6191, 0.8799], [-2.2718, 3.4912, -3.8398], [-4.3496, -1.5905, -0.0643], [-1.0379, -0.2260, 4.1963], [3.8636, -1.6292, -2.1919], [-1.9593, -0.1625, -1.4497], [-3.7082, 3.2434, -0.9806], [2.3445, -1.1295, 0.9003], [1.0821, -2.7126, -1.5602], [-2.8267, 1.3975, -2.0107], [-3.0393, 4.8608, -0.2640], [-3.0348, -3.7403, 1.6090], [-4.2880, -1.6953, 1.8636], [-2.0688, -1.8698, 3.8411], [4.7297, -1.2033, 3.9555], [-0.1651, -0.8878, 0.4508], [0.1300, -0.7210, -1.4074], [3.1797, -3.3466, -2.7580], [-1.5863, 2.6489, -3.4042], [2.0425, -3.3153, -0.0381], [-4.2798, 0.5864, -0.2641], [-0.4445, 5.5714, -0.1065], [-3.0007, -3.4885, -0.2636], [2.6986, 1.0744, 1.4725], [-3.4962, 5.5553, -2.9201], [3.4138, 2.5603, 1.3145], [2.8418, -0.3295, -0.7526], [-0.7271, -1.3337, 2.5908], [-3.2575, 1.7833, 0.7967], [-1.5813, -2.7213, 0.7422], [-2.1562, 3.9220, -4.9428]], "atomic_forces_ev_per_a": [[-0.4, 1.0, 1.2], [0.1, -0.9, -0.2], [0.4, 3.4, 4.9], [1.5, -5.3, -1.4], [2.6, 5.2, 1.6], [-2.7, -4.7, -1.7], [-0.1, -3.1, -4.7], [-1.8, 5.6, 1.6], [3.5, 3.9, -1.9], [-6.8, 4.7, 0.6], [-5.0, -6.0, 2.3], [4.4, -4.7, -4.6], [-1.4, -7.5, 4.8], [-5.1, -0.2, 1.9], [-1.4, -1.5, -3.8], [-1.3, 2.1, 1.5], [-4.1, -0.5, 0.7], [-3.8, -3.5, 2.1], [2.8, 3.7, 0.7], [-5.3, -4.5, 5.0], [-0.6, -0.3, -0.6], [0.6, 0.4, -1.9], [0.2, 2.8, 0.4], [0.0, 0.9, 0.3], [0.4, -0.2, 0.7], [-1.5, 0.2, 0.7], [1.9, -2.3, -2.3], [-1.0, 0.3, -1.5], [-1.4, 2.0, 0.1], [1.6, -4.5, 0.1], [-2.2, -0.8, 0.7], [2.1, 3.2, -0.6], [-0.8, 0.3, -1.4], [9.9, 1.4, -2.4], [-2.2, 2.9, 3.7], [-1.0, -0.2, -0.7], [-3.7, -2.2, -1.0], [3.0, 1.3, -4.7], [3.0, 1.1, 1.3], [1.7, 6.4, -3.1], [0.1, -2.1, 0.7], [3.6, 4.5, 2.2], [1.5, 0.5, 2.0], [-1.1, -1.6, -1.8], [-0.9, -2.0, 0.7], [0.2, 2.1, 0.7], [1.9, 1.2, 0.0], [-0.6, 0.4, -2.5], [2.1, 0.4, 1.1], [1.8, -0.6, 2.1], [0.8, -1.9, -1.2], [0.9, 1.6, -1.8], [0.8, 0.1, -2.1], [1.3, 1.9, -0.7], [0.2, -1.2, -2.8], [1.4, 1.2, -1.6], [0.8, 0.9, 2.2], [1.0, 1.1, 1.8], [-2.2, 0.9, -1.4], [0.2, 1.5, -2.1], [2.2, 0.3, 1.2], [0.3, -2.7, -0.2], [0.8, 0.8, 2.1], [0.6, 0.9, -1.4], [2.7, -2.6, 0.9], [-0.2, 0.1, -0.8], [-1.7, -1.3, 0.9], [-1.3, 0.7, 1.9], [0.3, -2.1, -0.9], [-2.5, -0.6, 0.2], [-1.2, -1.9, 2.3]]}

=====

No. 3
{"formula": "C20H20AgF2N4O2", "method": "ωB97M-V/def2-TZVPD", "energy_ev": -40555.1282, "total_charge": -1, "e_above_lowest_kj_mol": 13.5, "homo_energy_ev": -3.5, "molar_mass_g_mol": 494.3, "symbols": ["Ag", "F", "F", "O", "O", "N", "N", "N", "N", "C", "C", "C", "C", "C", "C", "C", "C", "C", "C", "C", "C", "C", "C", "C", "C", "C", "C", "C", "C", "H", "H", "H", "H", "H", "H", "H", "H", "H", "H", "H", "H", "H", "H", "H", "H", "H", "H", "H", "H"], "coordinates": [[-0.3067, 0.1848, 0.0905], [4.1935, 0.4275, 3.0857], [5.0097, -0.2965, -1.4364], [-3.0909, -0.4074, 0.7687], [-0.4966, -3.1622, -1.1331], [0.5488, 2.8728, -0.4233], [0.1727, 0.6174, 2.5658], [-0.8222, 2.9104, -2.2605], [-2.4354, -3.1710, 0.0517], [1.6694, -0.4738, 4.0559], [2.3275, 0.0377, 1.6479], [1.3715, 0.0777, 2.8050], [4.1199, -0.1702, -0.4276], [-3.3200, 0.9636, -1.0807], [-0.5365, 0.0851, 4.7876], [1.8227, -0.1585, 0.3351], [-0.9822, -5.1419, 0.1072], [-0.7542, 0.6037, 3.5208], [-2.4507, 0.2287, -0.0638], [4.6286, 0.0626, 0.8351], [0.9320, 4.7971, 0.9512], [1.1491, 3.4734, 0.6011], [3.6983, 0.1589, 1.8463], [-1.2693, -3.7370, -0.3957], [0.7107, -0.4594, 5.0533], [2.7731, -0.2635, -0.6913], [-0.5981, 4.9215, -0.8900], [-0.2968, 3.5765, -1.1647], [0.0286, 5.5252, 0.1796], [-1.3082, 5.4593, -1.5111], [-3.1923, 2.0452, -0.9354], [-1.7200, 1.0251, 3.2474], [-0.2895, -5.0747, 0.9501], [-0.1768, 6.5653, 0.4116], [-1.7233, 3.2166, -2.5799], [1.8358, 2.8450, 1.1696], [-0.4972, -5.7076, -0.6851], [5.6893, 0.1621, 1.0274], [2.4606, -0.4330, -1.7192], [-2.8722, -3.5692, 0.8638], [-0.7358, 1.9094, -2.1764], [-1.8868, -5.6614, 0.4348], [2.6369, -0.9234, 4.2295], [1.4442, 5.2372, 1.8006], [0.9317, -0.8850, 6.0265], [-2.9909, 0.7194, -2.1009], [-2.4834, -2.1588, 0.0116], [-4.3743, 0.6948, -0.9443], [-1.3225, 0.1082, 5.5338]], "atomic_forces_ev_per_a": [[-0.2, -0.2, -0.3], [0.1, 0.0, 0.3], [0.3, 0.0, -0.4], [-0.4, -0.3, 0.5], [-0.1, -0.2, -0.2], [0.2, 0.2, 0.1], [0.0, 0.1, 0.3], [0.2, 0.4, 0.1], [0.4, -0.2, -0.2], [0.0, 0.0, 0.0], [-0.2, -0.1, 0.1], [0.2, 0.0, -0.2], [-0.2, 0.0, 0.2], [-0.1, 0.2, -0.2], [-0.1, 0.1, 0.0], [0.0, 0.2, 0.3], [-0.1, 0.0, 0.0], [0.0, 0.1, -0.1], [0.4, 0.2, -0.3], [0.0, 0.0, 0.1], [0.0, 0.0, 0.0], [0.1, -0.1, 0.1], [-0.1, 0.0, -0.1], [-0.1, 0.2, 0.3], [0.1, 0.0, 0.0], [-0.2, -0.1, 0.0], [-0.1, -0.1, -0.1], [-0.1, 0.0, -0.2], [0.0, 0.0, 0.0], [0.1, 0.0, 0.1], [0.0, -0.1, 0.0], [0.1, 0.0, 0.0], [0.0, 0.0, -0.1], [0.0, -0.1, 0.0], [-0.1, 0.0, 0.0], [-0.1, 0.1, -0.1], [0.0, 0.0, 0.0], [-0.1, 0.0, 0.0], [0.1, 0.0, 0.1], [0.0, -0.1, 0.0], [0.0, -0.2, 0.1], [0.1, 0.0, 0.0], [0.0, 0.0, 0.0], [-0.1, -0.1, -0.1], [0.0, 0.0, 0.0], [0.0, 0.1, 0.2], [-0.1, 0.0, 0.0], [0.0, 0.0, 0.0], [0.1, 0.0, -0.1]]}